# 1
Below is a structure of composition CF2N2O4 at a distorted geometry, with properties calculated with ωB97M-V/def2-TZVPD.

Atoms and positions in Å:
1 C 0.013 -0.214 -0.369
2 N -1.285 0.071 0.354
3 N 1.370 -0.023 0.321
4 O -2.204 -0.630 -0.026
5 O -1.232 0.916 1.221
6 O 1.969 -1.028 0.321
7 O 1.599 1.032 0.742
8 F -0.123 -1.270 -1.079
9 F -0.109 1.146 -1.486

LUMO level   -2.30 eV
Calculated total energy   -17633.4621 eV
HOMO energy   -12.65 eV
Energy relative to the best compared isomer or geometry (same formula, charge and spin)   163.0 kJ/mol

=====

# 2
Below is a cluster of 2 separate species, CF2N4 in total at a distorted geometry, with properties calculated with ωB97M-V/def2-TZVPD.

Atoms and positions in Å:
1 C -0.764 0.638 -1.449
2 N -1.133 -0.432 -1.372
3 N 1.427 -1.961 0.680
4 N 0.970 -0.939 0.886
5 N 0.577 0.226 0.900
6 F -0.604 1.868 -1.341
7 F -0.474 0.599 1.696

LUMO level   -0.61 eV
Calculated total energy   -12426.0433 eV
HOMO energy   -10.39 eV
Energy relative to the best compared isomer or geometry (same formula, charge and spin)   83.8 kJ/mol

=====

# 3
Below is a cluster of 2 separate species, CF2NP in total at a distorted geometry, with properties calculated with ωB97M-V/def2-TZVPD.

Atoms and positions in Å:
1 C 0.627 -0.549 -0.278
2 N 1.571 -0.836 -0.860
3 F 0.489 2.318 -0.188
4 F -2.061 -0.547 0.312
5 P -0.626 -0.386 1.015

LUMO level (alpha / beta)   -2.83 / -4.04 eV
Calculated total energy   -17246.6970 eV
HOMO energy (alpha / beta)   -12.72 / -9.91 eV
Energy relative to the best compared isomer or geometry (same formula, charge and spin)   457.2 kJ/mol

=====

# 4
Below is a cluster of 2 separate species, CF2O3S in total at a distorted geometry, with properties calculated with ωB97M-V/def2-TZVPD.

Atoms and positions in Å:
1 C 1.954 -0.122 -0.105
2 O 1.288 -0.611 0.717
3 O 2.655 0.217 -0.928
4 O -0.351 1.054 0.248
5 F -2.754 0.562 -0.525
6 F -1.327 -1.342 0.015
7 S -1.466 0.241 0.577

LUMO level   -0.01 eV
Calculated total energy   -23449.5679 eV
HOMO energy   -12.45 eV
Energy relative to the best compared isomer or geometry (same formula, charge and spin)   40.9 kJ/mol

=====

# 5
Below is a cluster of 2 separate species, CF3N2O3 in total at a distorted geometry, with properties calculated with ωB97M-V/def2-TZVPD.

Atoms and positions in Å:
1 C -2.547 0.126 -0.060
2 N 1.643 0.355 -0.526
3 N 2.768 -0.056 0.222
4 O 2.821 -1.207 0.661
5 O 3.749 0.716 0.328
6 O 0.663 -0.439 -0.577
7 F -2.909 0.398 1.210
8 F -3.139 1.123 -0.776
9 F -3.050 -1.017 -0.482

Total charge   -1
LUMO level (alpha / beta)   3.61 / 1.84 eV
Calculated total energy   -18306.5875 eV
HOMO energy (alpha / beta)   -4.30 / -3.30 eV
Energy relative to the best compared isomer or geometry (same formula, charge and spin)   243.3 kJ/mol

=====

# 6
Below is the molecule CF4 at a distorted geometry, with properties calculated with ωB97M-V/def2-TZVPD.

Atoms and positions in Å:
1 F -0.319 -0.107 1.253
2 C -0.033 -0.012 0.002
3 F -0.475 -1.122 -0.583
4 F -0.553 1.090 -0.476
5 F 1.380 0.150 -0.196

SMILES   FC(F)(F)F
LUMO level   0.95 eV
Calculated total energy   -11907.2833 eV
HOMO energy   -14.91 eV
Energy relative to the best compared isomer or geometry (same formula, charge and spin)   27.6 kJ/mol

=====

# 7
Below is a cluster of 2 separate species, CF4N2 in total at a distorted geometry, with properties calculated with ωB97M-V/def2-TZVPD.

Atoms and positions in Å:
1 C 1.899 0.620 -0.666
2 N -1.314 0.117 0.706
3 N -1.132 -1.034 0.799
4 F 1.463 1.758 -0.242
5 F 1.724 -0.299 0.274
6 F -1.378 0.754 -0.604
7 F -1.263 -1.915 -0.267

2S+1   3
LUMO level (alpha / beta)   -0.61 / -2.51 eV
Calculated total energy   -14877.3042 eV
HOMO energy (alpha / beta)   -8.52 / -12.66 eV
Energy relative to the best compared isomer or geometry (same formula, charge and spin)   58.3 kJ/mol
⟨S²⟩   2.003

=====

# 8
Below is a cluster of 2 separate species, CF4N2O in total at a distorted geometry, with properties calculated with ωB97M-V/def2-TZVPD.

Atoms and positions in Å:
1 C 0.461 0.263 0.983
2 N -0.987 -0.826 -0.517
3 N -0.029 -0.084 -0.532
4 O 0.664 0.487 -1.364
5 F 1.482 1.108 0.884
6 F -0.623 0.893 1.497
7 F 0.708 -0.800 1.618
8 F -1.616 -1.064 -2.467

LUMO level (alpha / beta)   -3.72 / -3.72 eV
Calculated total energy   -16927.2117 eV
HOMO energy (alpha / beta)   -12.25 / -12.24 eV
Energy relative to the best compared isomer or geometry (same formula, charge and spin)   579.5 kJ/mol

=====

# 9
Below is a cluster of 2 separate species, CF4OS in total at a distorted geometry, with properties calculated with ωB97M-V/def2-TZVPD.

Atoms and positions in Å:
1 C -1.378 -0.085 -0.038
2 O 2.768 0.520 1.110
3 F -1.897 -0.270 1.253
4 F -1.952 -1.066 -0.759
5 F -1.630 1.083 -0.616
6 F 2.176 0.132 -1.251
7 S 1.913 -0.315 0.301

LUMO level (alpha / beta)   -1.52 / -1.54 eV
Calculated total energy   -24786.5534 eV
HOMO energy (alpha / beta)   -10.96 / -9.68 eV
Energy relative to the best compared isomer or geometry (same formula, charge and spin)   174.7 kJ/mol

=====

# 10
Below is the molecule CF5NO2 at a distorted geometry, with properties calculated with ωB97M-V/def2-TZVPD.

Atoms and positions in Å:
1 O 2.223 -0.161 0.839
2 N 1.239 0.036 0.193
3 F 0.925 1.511 0.099
4 F 1.317 -0.217 -1.169
5 O 0.115 -0.514 0.538
6 C -1.176 -0.176 -0.013
7 F -1.887 -1.288 0.162
8 F -1.046 -0.022 -1.302
9 F -1.709 0.832 0.652

SMILES   [O-][N+](F)(F)OC(F)(F)F
LUMO level   0.41 eV
Calculated total energy   -20202.9420 eV
HOMO energy   -12.99 eV
Energy relative to the best compared isomer or geometry (same formula, charge and spin)   0.0 kJ/mol

=====

# 11
Below is the molecule CF7N3O3S at a distorted geometry, with properties calculated with ωB97M-V/def2-TZVPD.

Atoms and positions in Å:
1 O -2.038 -1.063 0.888
2 S -0.771 -1.445 1.329
3 O -0.517 -1.857 2.644
4 F -0.140 -2.569 0.324
5 O 0.311 -0.366 1.119
6 C 0.259 0.407 -0.288
7 N 1.669 0.716 -0.659
8 F 2.287 -0.480 -0.551
9 F 2.209 1.435 0.330
10 N -0.607 1.547 -0.020
11 F -0.401 2.464 -1.093
12 F -0.130 2.187 1.030
13 N -0.332 -0.513 -1.236
14 F -1.732 -0.413 -1.287
15 F -0.067 -0.050 -2.531

SMILES   O=S(=O)(F)OC(N(F)F)(N(F)F)N(F)F
LUMO level   -0.68 eV
Calculated total energy   -41493.4321 eV
HOMO energy   -12.23 eV

=====

# 12
Below is a cluster of 2 separate species, CFO5S in total at a distorted geometry, with properties calculated with ωB97M-V/def2-TZVPD.

Atoms and positions in Å:
1 C -1.507 -0.572 -0.238
2 O -0.843 -1.539 -0.432
3 O -2.548 -0.026 -0.477
4 O 1.892 -0.038 -1.284
5 O 2.709 0.208 0.942
6 O -0.433 0.518 0.615
7 F -0.911 1.812 0.759
8 S 1.642 -0.364 0.114

Total charge   -1
LUMO level   3.60 eV
Calculated total energy   -24825.8334 eV
HOMO energy   -5.99 eV
Energy relative to the best compared isomer or geometry (same formula, charge and spin)   35.1 kJ/mol